# 1
# C23H44N3O2P2Ti

C23H44N3O2P2Ti as an isolated structure (ωB97M-V/def2-TZVPD, OMol25).

Structure (ORCA input):
```
! wB97M-V def2-TZVPD RIJCOSX def2/J DEFGRID3
* xyz 2 2
Ti 0.00000 0.00000 0.00000
P -0.05460 -2.22550 -0.38860
P -0.05460 2.25360 -0.15860
N 0.15090 0.10640 -2.07230
C 0.00790 -2.31880 -2.24460
H 0.47280 -3.24980 -2.61380
H -1.03580 -2.28140 -2.60580
C 0.74500 -1.05800 -2.70420
H 1.84030 -1.17190 -2.48790
H 0.66910 -0.97510 -3.81280
C 0.74500 1.32930 -2.58170
H 0.66910 1.36030 -3.69290
H 1.84030 1.42040 -2.35490
C 0.00790 2.53640 -1.99530
H -1.03580 2.53620 -2.35840
H 0.47280 3.50030 -2.26720
C 1.44860 3.17250 0.48990
C 1.77690 2.81960 1.95070
H 2.77480 3.21610 2.21130
H 1.78710 1.73190 2.11730
H 1.04690 3.26330 2.64810
C -1.63070 3.12410 0.39340
C -1.75210 3.18150 1.92550
H -2.78020 3.46910 2.21150
H -1.06890 3.93880 2.34780
H -1.52210 2.21200 2.39620
C -1.63070 -3.14800 0.07140
C -1.75210 -3.36200 1.58950
H -2.78020 -3.67740 1.84460
H -1.52210 -2.44570 2.15700
H -1.06890 -4.15850 1.93210
C 1.44860 -3.20590 0.16240
C 1.77690 -3.00450 1.65170
H 2.77480 -3.42570 1.87030
H 1.04690 -3.51740 2.30000
H 1.78710 -1.93970 1.92880
C 1.75570 -0.00610 0.11850
O 2.92980 -0.00770 0.15090
C -1.91900 4.48920 -0.25360
H -1.24200 5.27210 0.12330
H -1.82960 4.45790 -1.35230
H -2.95240 4.79980 -0.01140
C -1.91910 -4.43960 -0.71200
H -2.95240 -4.77340 -0.50290
H -1.82960 -4.29610 -1.80170
H -1.24200 -5.25700 -0.41720
C 1.45300 -4.69480 -0.21670
H 2.46360 -5.11450 -0.06180
H 0.75750 -5.27050 0.41760
H 1.17840 -4.86430 -1.27170
C 1.45300 4.69220 0.26520
H 0.75750 5.20000 0.95510
H 2.46370 5.09390 0.46240
H 1.17840 4.96900 -0.76680
H 2.23930 2.72530 -0.14510
H 2.23930 -2.69610 -0.42340
H -2.39130 2.40960 0.02080
H -2.39130 -2.39910 -0.22610
H -2.85880 -0.23710 -1.19340
H -2.94200 -0.05880 -0.41450
N -3.30590 -0.39380 6.53290
C -2.02550 -0.35320 6.09060
O -1.12440 -0.39710 6.91670
C -1.67370 -0.26020 4.63610
C -2.63130 -0.19400 3.60810
C -2.22650 -0.11340 2.26470
N -0.89420 -0.09820 1.92400
C 0.02990 -0.15800 2.92550
C -0.32750 -0.23750 4.26640
H -3.49620 -0.46020 7.54470
H -4.11300 -0.36410 5.89990
H -3.68990 -0.20320 3.81350
H -3.00870 -0.06400 1.55120
H 1.07420 -0.14470 2.70010
H 0.46030 -0.28360 5.00820
*
```

Properties
Molar mass in g mol⁻¹: 504.4
Orbital gap (spin up / spin down) in Ha: 0.2487 / 0.2673
Electronic energy in eV: -74807.1472

---

# 2
# C23H44O11

A 6-piece molecular cluster, C23H44O11 overall (ωB97M-V/def2-TZVPD, OMol25).

Structure (ORCA input):
```
! wB97M-V def2-TZVPD RIJCOSX def2/J DEFGRID3
* xyz 0 1
C 3.81740 1.57715 -0.17405
C 2.59133 1.70905 -1.21422
O 2.43520 0.72597 -1.98700
O 1.74529 2.87002 -1.26103
C 0.48265 2.51650 -0.63335
C -0.74429 3.47594 -1.10372
C -2.06321 2.52805 -1.00326
C -2.39046 2.08063 0.50585
C -1.82222 0.64594 0.91308
O -2.70614 -0.47455 0.52858
C -1.87323 -1.35293 -0.22703
O -1.20620 -2.27695 0.27168
O -1.78563 -1.13520 -1.64880
O -0.55139 -1.50914 -2.11133
H 3.45349 1.18880 0.83631
H 4.55668 0.80518 -0.58309
H 4.38275 2.55886 -0.04187
H 0.48523 2.55672 0.50602
H 0.19749 1.47165 -1.03352
H -0.61556 3.83790 -2.18244
H -0.83572 4.40555 -0.44393
H -1.95011 1.62996 -1.69459
H -2.92930 3.18275 -1.35905
H -3.53871 2.01194 0.57222
H -2.04440 2.87429 1.25381
H -0.78589 0.40342 0.50916
H -1.72762 0.64256 2.06243
H 0.14691 -1.02270 -1.60819
C -6.37303 1.22296 2.21654
C -5.73427 2.48633 2.72932
C -6.26828 3.06094 4.01447
O -4.82168 3.02217 2.12816
H -5.88829 0.92434 1.28458
H -6.24982 0.42106 2.94750
H -7.43322 1.39570 2.01996
H -6.14046 2.34051 4.82522
H -7.32377 3.31526 3.89761
H -5.71474 3.96888 4.26248
C 0.38369 4.15882 3.24786
C 0.77217 2.73767 3.55921
C 1.83287 2.52075 4.60326
O 0.24782 1.79774 2.98781
H -0.39084 4.16253 2.47754
H -0.01215 4.64064 4.14420
H 1.25086 4.70809 2.87496
H 1.50132 2.92875 5.56019
H 2.76542 2.99661 4.29121
H 2.00817 1.45026 4.72174
C 0.59613 -4.27726 -5.85624
C 0.70076 -5.33434 -4.78997
C 0.03512 -5.05374 -3.46895
O 1.30049 -6.37568 -4.98775
H 1.12112 -4.61386 -6.75226
H -0.45277 -4.10634 -6.10846
H 1.05750 -3.35113 -5.50813
H -1.03833 -4.91694 -3.61540
H 0.47148 -4.16168 -3.01495
H 0.19161 -5.90069 -2.79755
C 1.49672 -2.37248 5.75043
C 0.52462 -1.22701 5.65143
C -0.74526 -1.46074 4.87754
O 0.75661 -0.15343 6.17648
H 2.36457 -2.06117 6.33568
H 1.02298 -3.21982 6.25046
H 1.83280 -2.66210 4.75259
H -1.31859 -2.26775 5.33897
H -0.50864 -1.70989 3.84077
H -1.34887 -0.55084 4.88979
C 4.81885 -3.92994 -6.47861
C 4.29420 -2.51846 -6.47734
C 5.26220 -1.41903 -6.12813
O 3.13357 -2.27583 -6.74766
H 4.01263 -4.61576 -6.74742
H 5.62112 -4.02760 -7.21319
H 5.18371 -4.19195 -5.48324
H 6.08416 -1.40521 -6.84716
H 5.64664 -1.56952 -5.11717
H 4.74672 -0.45726 -6.16709
*
```

Properties
SMILES: CC(=O)OCCCCCOC(=O)OO.CC(C)=O.CC(C)=O.CC(C)=O.CC(C)=O.CC(C)=O
Molar mass in g mol⁻¹: 496.6
Orbital gap in Ha: 0.3476
Electronic energy in eV: -47081.4064
Energy above the lowest of the compared OMol25 structures with the same formula, charge and spin in kJ/mol: 612.28

---

# 3
# C23H45AsBGeMgN6SSe

C23H45AsBGeMgN6SSe as an isolated structure (ωB97M-V/def2-TZVPD, OMol25).

Structure (ORCA input):
```
! wB97M-V def2-TZVPD RIJCOSX def2/J DEFGRID3
* xyz 1 1
Mg 0.01874 0.38961 -0.11705
C 3.42474 2.09587 -0.59890
C 3.26594 0.62517 -0.40653
C 4.22182 -0.38589 -0.51046
C 3.56182 -1.55059 -0.16272
C 4.07756 -2.94722 -0.08751
N 2.28231 -1.23689 0.11616
N 2.10208 0.11197 -0.02981
B 1.16516 -2.13128 0.74687
N 0.60223 -1.40861 1.99154
N 0.01776 -0.17142 1.91268
C -0.24428 0.20844 3.15432
C -0.86084 1.53396 3.43390
C 0.15139 -0.77735 4.05905
C 0.68498 -1.78644 3.28264
C 1.27739 -3.08854 3.70125
N 0.00145 -2.39803 -0.25863
N -0.93881 -1.43422 -0.52387
C -1.86906 -2.00679 -1.28169
C -3.11240 -1.27504 -1.66844
C -1.53514 -3.33452 -1.53670
C -0.34070 -3.54548 -0.87370
C 0.48765 -4.78316 -0.80751
H 4.08328 2.31855 -1.43829
H 3.86244 2.55125 0.29051
H 2.46195 2.57618 -0.78379
H 5.25669 -0.28632 -0.78598
H 5.13951 -2.96641 -0.32267
H 3.56154 -3.59451 -0.79687
H 3.94141 -3.36925 0.90726
H 1.64495 -3.16736 1.06641
H -0.94191 2.10141 2.50551
H -0.25219 2.11007 4.13064
H -1.85599 1.42872 3.86967
H 0.06793 -0.75862 5.13139
H 1.21137 -3.19017 4.78264
H 2.32732 -3.15587 3.41789
H 0.75230 -3.92897 3.24884
H -3.00678 -0.20206 -1.49717
H -3.95792 -1.63695 -1.08178
H -3.36052 -1.43592 -2.71742
H -2.09905 -4.05672 -2.10057
H -0.09433 -5.63829 -1.14517
H 0.83726 -4.98258 0.20264
H 1.36189 -4.69810 -1.45492
C -2.09814 -0.20517 -6.92912
Ge -0.61010 -0.68365 -5.76912
C -0.61820 -2.58506 -5.34641
C 1.08149 -0.18657 -6.59418
C -0.87382 0.23740 -4.04759
Se 0.70569 0.21649 -2.91338
C 1.49422 1.86401 -3.56976
H -2.01682 -0.73030 -7.88055
H -2.09807 0.86536 -7.13263
H -3.05462 -0.46905 -6.47892
H -0.27323 -3.18023 -6.19098
H -1.62248 -2.91700 -5.08118
H 0.04072 -2.78270 -4.49949
H 1.28645 -0.86336 -7.42392
H 1.90888 -0.26829 -5.88871
H 1.05235 0.82820 -6.99138
H -1.61921 -0.31984 -3.48825
H -1.23191 1.26411 -4.12582
H 1.52625 1.82980 -4.65579
H 2.51133 1.91793 -3.18670
H 0.91386 2.71726 -3.22665
C -1.59783 5.04912 1.06354
As -2.56298 3.70477 0.09878
C -3.76966 2.87729 1.33723
C -3.65701 4.60091 -1.18877
S -1.27717 2.38359 -0.95038
H -2.29542 5.77791 1.47269
H -0.90421 5.53078 0.37665
H -1.04114 4.56848 1.86639
H -4.50619 3.61380 1.65513
H -3.21364 2.51446 2.19574
H -4.25957 2.04276 0.83863
H -4.26079 5.35655 -0.68863
H -4.29639 3.86433 -1.67208
H -3.00918 5.06319 -1.93134
*
```

Properties
Molar mass in g mol⁻¹: 699.3
Orbital gap in Ha: 0.3187
Electronic energy in eV: -233180.8486
Energy above the lowest of the compared OMol25 structures with the same formula, charge and spin in kJ/mol: 0.00

---

# 4
# C23H45BNO7

A 3-piece molecular cluster, C23H45BNO7 overall (ωB97M-V/def2-TZVPD, OMol25).

Structure (ORCA input):
```
! wB97M-V def2-TZVPD RIJCOSX def2/J DEFGRID3
* xyz 1 1
C 2.12507 4.01135 0.49257
C 3.03935 3.25515 1.52335
C 2.95647 1.70598 1.26037
C 3.94830 1.19414 0.15053
C 3.16938 1.00609 -1.19520
C 3.76943 -0.04787 -2.17059
C 3.84048 -1.50613 -1.60357
C 2.76548 -1.83997 -0.53173
C 1.28132 -1.69757 -1.05017
C 0.42486 -1.24175 0.17601
C -0.97940 -0.62496 -0.17500
B -2.06722 -1.13048 0.93889
O -1.70057 -1.62647 2.21712
O -3.45364 -1.04151 0.68302
C -3.91772 -0.06281 1.63372
C -1.54821 -1.05048 -1.56072
O -0.98845 -0.36683 -2.68147
C -1.30014 1.01208 -2.52323
C -0.67443 1.65600 -1.25150
N -0.89358 0.88415 0.00799
H 1.09656 3.59638 0.54476
H 2.54861 3.82732 -0.51447
H 2.10982 5.09167 0.72941
H 4.09739 3.55955 1.45456
H 2.67035 3.43733 2.55458
H 3.15082 1.18635 2.22509
H 1.88568 1.49185 1.02400
H 4.42198 0.26090 0.49758
H 4.69900 1.99777 0.01600
H 3.15694 1.97229 -1.74945
H 2.11208 0.78018 -0.95618
H 3.08739 -0.08059 -3.05344
H 4.75797 0.24395 -2.56809
H 4.82812 -1.60549 -1.09802
H 3.87729 -2.23498 -2.43827
H 2.91208 -2.91738 -0.24720
H 2.97226 -1.25455 0.38319
H 0.97876 -2.71767 -1.35933
H 1.30691 -0.98220 -1.88751
H 0.34097 -2.12557 0.84158
H 1.05776 -0.51994 0.74615
H -1.15161 -0.95215 2.63292
H -4.50623 -0.55289 2.43166
H -4.54780 0.69760 1.12209
H -3.09382 0.48860 2.14263
H -1.30353 -2.12650 -1.67349
H -2.65125 -0.97565 -1.64159
H -2.39980 1.16660 -2.58518
H -0.83818 1.53277 -3.38560
H 0.38248 1.88790 -1.46118
H -1.18091 2.63613 -1.11073
H -0.20088 1.17475 0.70292
H -1.80692 1.18785 0.37585
O -2.84734 3.51693 0.37517
C -3.83835 3.48892 -0.30703
O -4.68267 2.43533 -0.32624
C -5.70122 2.64799 -1.32477
C -5.74263 4.15044 -1.52798
C -4.29582 4.54794 -1.27652
H -5.41672 2.11057 -2.23292
H -6.65050 2.25457 -0.96606
H -6.11669 4.44106 -2.50817
H -6.38541 4.60933 -0.77387
H -3.69181 4.48111 -2.18412
H -4.21281 5.53904 -0.83713
O 3.21118 -5.43548 0.50744
C 2.37633 -5.38010 1.36443
O 2.37168 -4.45364 2.35699
C 1.30062 -4.73472 3.27380
C 0.30930 -5.56768 2.48498
C 1.21729 -6.33135 1.53267
H 1.70975 -5.27573 4.13047
H 0.86691 -3.79863 3.62400
H -0.31086 -6.20664 3.11218
H -0.35408 -4.91205 1.91393
H 1.58372 -7.25988 1.97390
H 0.73303 -6.52760 0.57922
*
```

Properties
Molar mass in g mol⁻¹: 458.4
Orbital gap in Ha: 0.3485
Electronic energy in eV: -41075.1080